This record from OMol25 describes a cluster of 13 separate species, C38H108N6O13 in total at a distorted geometry. The level of theory is ωB97M-V with the def2-TZVPD basis set.

```
165
Properties=species:S:1:pos:R:3:forces:R:3:lowdin_charge:R:1
C 0.846579 6.864802 3.867279 0.201 0.235 -2.256 -0.17
H 1.406369 0.738282 -6.311451 0.288 -0.370 -0.493 0.12
C 1.587759 8.200952 3.595979 2.031 -0.366 0.007 -0.43
H -0.054561 -2.208188 -0.266161 -0.182 -0.026 -0.648 0.03
H -4.069091 4.790802 1.443989 0.238 0.075 0.242 0.09
C -1.048511 0.232372 -0.761131 -1.739 -1.205 -0.029 -0.22
H 0.121459 9.234592 4.462589 -0.367 0.304 -0.263 0.07
C -4.977321 -1.926328 -1.384241 -2.222 -0.423 -0.278 -0.05
C 0.667409 4.662042 3.013239 -0.252 -0.020 -0.414 -0.12
H 4.043559 -0.945918 -5.380711 0.051 -0.115 -0.066 0.08
H 0.995539 1.301202 4.448499 0.507 0.554 0.134 0.09
H 4.478609 0.874152 -1.849471 0.015 0.051 -0.250 0.05
N 5.961699 -5.671598 -0.690571 0.521 0.382 -0.504 0.02
H -4.917641 3.354112 3.288349 0.114 0.178 0.259 0.06
C -0.008081 -5.610208 1.135109 -0.735 -0.589 0.002 -0.17
C 0.237959 -7.058148 -0.652941 0.094 -0.458 -1.636 -0.14
H -0.781021 -3.072408 -3.108331 0.237 0.104 -0.037 0.07
H -4.850841 -2.985598 -1.160501 0.284 -0.049 -0.093 0.08
H 1.578259 -3.111158 1.857289 0.044 -0.225 -0.243 0.05
H 0.621679 -1.079888 -4.929241 -0.404 -0.646 -0.146 0.09
H -4.977141 -0.355878 3.651379 0.354 -0.580 -0.259 0.11
H -7.033731 -2.223848 2.937499 0.123 0.328 0.321 0.09
H -1.811571 2.512792 -5.569311 -0.424 0.122 0.254 0.12
C -5.229011 2.412072 3.739709 0.470 -0.645 -1.935 -0.02
H -3.171801 0.881672 -4.151901 -0.525 0.058 -0.334 0.07
C 4.173849 -4.096908 0.098449 0.921 -1.825 1.707 -0.20
H 4.707509 1.197692 -4.612741 0.149 -0.279 0.061 0.07
O -0.524701 -6.699738 0.397819 -1.362 -0.030 2.418 -0.18
C 4.256589 1.959912 -5.248181 0.044 -0.377 0.501 -0.09
O 3.331239 1.389502 -6.156661 -0.014 0.121 -0.082 -0.16
H -2.210271 -0.148988 1.890489 -0.181 0.489 -0.160 0.07
O -0.173361 0.836772 0.090049 0.945 0.447 1.549 -0.19
C 5.491759 -5.568298 1.741739 -0.366 0.038 -0.601 -0.05
H 0.125869 2.399852 -1.207511 0.264 0.038 -0.375 0.08
H -7.189441 2.105302 2.020909 -0.032 0.585 0.850 0.09
H 1.074529 4.116282 3.864409 -0.139 -0.092 0.090 0.08
C 1.118089 -3.637808 -2.236931 -0.367 1.211 -1.290 -0.30
H 5.911559 3.571022 -2.344391 -0.100 0.058 -0.484 0.08
H 4.254429 -6.289088 0.034759 -0.545 0.037 0.724 0.13
H -0.190251 -3.489408 2.068669 -0.417 0.748 0.129 -0.01
H 1.634059 -3.743318 -3.191261 0.424 -0.019 -0.125 0.10
H 1.087149 -1.718158 -2.592231 -0.097 0.575 -0.841 0.01
H 0.153549 -4.838178 0.382809 -0.517 1.001 0.266 0.10
O 1.266569 5.918472 2.853669 0.615 0.447 1.011 -0.20
C 3.151969 8.087932 3.767099 -0.484 -1.258 -0.206 -0.05
H 3.660529 2.795742 -0.194331 -0.494 -0.087 -0.213 0.05
H -0.853111 -3.874198 -1.537431 -0.291 -0.014 -0.010 0.07
H -6.562591 1.211762 0.992659 0.428 -0.209 -0.862 0.08
H 5.377669 0.730982 -0.380941 0.307 -0.358 0.059 0.08
H -3.142201 -1.564328 1.477279 -0.215 0.011 -0.149 0.07
N 1.130339 9.257952 4.421269 -1.173 1.135 1.175 0.01
H -6.880321 -2.509928 1.229829 0.204 0.130 -0.203 0.09
O 0.166409 1.635082 4.798729 0.303 0.236 -0.626 -0.06
H -6.126791 -2.132488 -3.312741 0.460 -0.078 -0.068 0.10
H 3.912109 -0.232828 -0.649951 0.082 -0.239 0.138 0.06
H -1.521721 2.242222 -3.238921 -0.130 0.019 0.051 0.08
H 2.228909 -2.119878 0.572809 0.319 -0.644 -0.996 0.07
N 0.972819 -0.634508 -4.093501 -0.320 0.493 -0.573 0.08
H -0.414331 4.772192 3.089309 -0.282 -0.050 0.429 0.08
O -7.403411 -2.498268 -1.779161 0.602 0.277 0.445 -0.09
H -0.559671 -0.086828 -1.681591 0.133 -0.330 -0.141 0.10
O 3.009939 -4.194058 0.897549 -0.597 1.251 -1.205 -0.20
H -5.383951 -2.503428 2.219789 -0.312 -1.233 0.403 0.08
H 3.578259 4.288622 0.711079 -0.160 0.144 -0.048 0.08
H -2.840601 -5.610478 1.070149 0.528 -0.201 -0.322 0.07
H 3.762529 2.642132 -4.556391 -0.033 0.425 -0.128 0.09
C -2.527761 3.458772 0.581379 -1.153 0.631 0.098 -0.05
H -2.820511 0.158832 4.576639 0.163 -0.273 -0.323 0.05
H 5.295299 5.241932 -0.490281 -0.166 0.541 -0.387 0.11
H -2.494521 1.833712 4.732489 0.590 0.167 0.010 0.06
H -0.525001 -4.808598 -2.995091 -0.100 -0.130 -0.025 0.07
C -1.722251 -1.009758 -0.025411 1.687 -0.340 -1.122 -0.37
H -5.349801 3.383072 0.490489 -0.423 -0.489 0.337 0.01
H 7.319939 -0.953778 -2.753831 0.005 -0.043 -0.048 0.09
H 1.378649 9.194332 5.398199 0.572 -0.281 0.102 0.07
H -2.554671 -3.959748 1.576799 0.102 0.043 -0.083 0.05
H 3.417189 7.827902 4.791859 -0.208 0.023 0.254 0.07
O -0.836931 1.910242 -3.824121 1.047 0.416 -0.046 -0.10
O 1.185319 -2.269688 -1.812631 1.277 -1.026 1.471 -0.14
H -3.424491 5.362312 -0.080041 -0.171 -0.088 -0.215 0.10
H 2.733129 0.378142 -3.689551 0.215 -0.405 0.417 0.13
H -5.247711 -1.442538 -0.445651 0.348 0.107 0.069 0.04
C 2.132209 0.987472 -5.537391 -0.597 0.549 -0.793 -0.23
H -1.798041 0.975632 -1.032901 -0.586 0.071 -0.303 0.11
H -6.623631 0.123952 3.654379 -0.555 -0.095 -0.236 0.13
H 5.089289 -1.614468 -2.473121 -0.871 0.211 -0.014 0.10
C -2.441251 0.513772 -4.872351 -0.231 0.581 -0.242 -0.07
O -4.835941 3.829522 -0.186441 0.896 0.893 -0.550 -0.11
H -0.678351 1.271312 -5.805431 0.585 0.034 0.485 0.09
C -3.725451 4.465792 0.461959 0.199 -1.085 0.177 -0.28
H 1.633239 1.809122 -5.023551 0.178 0.556 0.218 0.12
H -1.967281 3.433742 -0.353141 0.074 -0.094 0.093 0.06
H -1.873931 3.666912 1.428309 0.128 0.188 -0.134 0.06
H -4.378171 1.264902 1.979019 0.070 0.365 0.144 0.10
H 6.601439 -4.890258 -0.709041 0.477 0.214 0.406 0.06
H 1.407509 8.568822 2.585889 -0.139 -0.635 -0.290 0.14
C 4.927649 -5.475178 0.303879 -0.468 0.547 -0.162 -0.42
H 6.402669 -4.971668 1.790579 0.048 0.156 0.045 0.07
H -4.061341 -1.499038 -1.792291 -0.312 0.014 -0.228 0.05
H -2.872021 0.255452 -5.839721 -0.428 -0.047 0.176 0.08
H 0.144049 -6.302158 -1.432531 0.626 0.343 -0.264 0.06
H -4.490501 2.111682 4.482989 -0.379 -0.020 0.051 0.05
H 4.019039 -3.853168 -0.952611 -0.340 -0.018 -0.115 0.11
H 5.502099 -5.559348 -1.582911 -0.065 -0.415 -0.444 0.06
H -1.014231 -5.988068 3.114579 0.391 -0.541 -0.453 0.13
H -2.084271 -0.399498 -4.396331 0.659 0.067 -0.209 0.06
C 3.699779 3.880622 -0.292351 -0.447 -0.630 0.322 -0.09
H 4.770279 -5.175238 2.458019 -0.003 0.025 -0.046 0.07
H 2.933179 4.261672 -0.967041 -0.207 -0.113 0.181 0.09
C -0.689161 0.557902 4.530839 -0.935 -1.026 0.256 -0.33
C -2.713541 -0.651198 1.064289 0.469 -0.374 -0.916 -0.05
C 5.635269 -0.951488 -1.801961 -1.436 -0.460 1.191 -0.35
H 5.957089 -1.633878 -1.015281 0.742 -0.009 0.188 0.10
C -6.372711 -2.064748 2.085539 0.750 -0.922 -0.273 -0.12
H 5.081199 2.440082 -5.775031 -0.368 0.100 -0.227 0.10
H 1.498749 1.193332 -0.981721 0.206 0.417 -0.443 0.09
H -0.743231 0.206802 3.500359 0.253 0.779 -0.616 0.09
C -0.994621 -5.267488 2.296969 1.000 1.004 -0.389 -0.37
H -6.491581 -0.715418 -2.368781 -0.128 0.134 0.083 0.10
C -5.757071 0.036752 2.998949 0.243 0.080 -0.915 -0.18
C -2.418171 -5.000948 1.868979 -1.232 -0.438 -0.564 -0.07
O 5.132689 4.116152 -2.211031 0.010 -0.270 -1.205 -0.06
H 1.572069 -4.359378 -1.557711 -0.095 0.435 0.459 0.10
H 0.894799 6.548092 4.909139 0.574 -0.368 0.066 0.13
H -0.236061 -7.930988 -1.101901 0.357 -0.361 0.116 0.10
H -0.058051 -1.324508 0.997199 0.217 0.136 0.651 0.06
H 1.016879 -5.792178 1.458319 0.050 -0.394 0.594 0.12
H -2.226031 0.690602 6.072779 0.235 0.399 0.158 0.08
H 3.275409 -2.079798 -4.273921 -0.155 0.322 0.431 0.06
H -3.455301 -0.076458 0.509709 -0.357 0.298 0.814 0.07
H -0.252241 -0.320028 5.006689 -0.415 -0.296 0.564 0.11
N -0.683031 -1.916188 0.468599 0.305 0.435 0.934 0.06
H 3.136269 -2.478198 2.017099 0.461 0.188 0.017 0.09
H 5.760789 -6.575608 2.059629 -0.091 -0.071 -0.291 0.07
C -0.336291 -3.857618 -2.496971 -0.847 -1.157 0.260 -0.09
C 4.822369 0.146392 -1.114411 -0.679 0.015 -0.668 -0.07
C -6.269221 -1.779678 -2.291301 0.982 0.108 -0.005 -0.28
H 1.272239 -7.242078 -0.362211 0.283 -0.107 -0.244 0.09
C -1.407781 1.627542 -5.078011 -0.722 -1.197 -0.184 -0.31
C 2.476599 -2.920048 1.270299 -0.162 -0.196 1.798 -0.09
H 3.825059 8.897472 3.484789 -0.800 0.566 -0.102 0.07
C -2.098161 0.854992 5.002859 -0.525 -0.577 0.401 -0.08
H 5.831529 3.656692 -0.397471 -0.129 -0.410 0.439 0.11
H -8.181891 -1.984588 -2.006541 -0.058 -0.077 0.040 0.08
N -0.465241 -4.007088 2.891159 0.250 -1.005 0.043 0.02
H -2.161431 -1.645838 -0.793931 -0.704 0.487 -0.203 0.11
C 0.695099 1.770032 -0.523841 -0.483 -0.407 0.821 -0.07
H -1.285441 -3.559458 3.274569 0.160 0.516 0.148 0.06
H 1.059109 2.392792 0.293329 0.286 0.018 -0.196 0.07
O -6.014931 -0.752788 1.807739 -0.631 2.092 1.172 -0.22
C 3.081439 -1.301108 -5.011551 0.638 0.174 -0.370 -0.03
H 0.802439 4.094912 2.092239 0.378 -0.054 0.028 0.07
N -6.282851 1.971732 1.596229 -0.696 -0.028 -1.155 0.04
H -3.120471 -5.228568 2.670899 0.113 0.299 0.435 0.07
C 5.023499 4.243842 -0.833861 1.666 0.692 1.380 -0.38
C -5.322201 1.410422 2.504109 -0.404 0.321 2.404 -0.41
H -6.232261 2.573272 4.134159 0.100 -0.216 0.279 0.08
H 0.357769 0.163322 -4.020831 -0.431 0.312 0.687 0.04
O 6.617959 -0.337188 -2.533301 1.755 0.872 -0.629 -0.06
H 2.598669 -1.828918 -5.834011 -0.200 0.186 -0.260 0.09
H -2.986601 2.487042 0.763899 0.206 -0.141 -0.098 0.05
H -0.209101 6.975652 3.619609 -0.410 0.567 0.416 0.11
H 4.856479 -3.384218 0.561259 0.088 0.629 -0.180 0.11
H 3.504289 7.247582 3.168949 -0.116 -0.181 -0.051 0.06
C 2.257049 -0.112228 -4.538661 1.126 -1.082 0.955 -0.43
```
Forces are in eV/Å.

Energy above the lowest of the compared OMol25 structures with the same formula, charge and spin: 319.43 kJ/mol
Gap between HOMO and LUMO: 0.3356 hartree
HOMO level: -8.736 eV
Net charge: 0

***

This record from OMol25 describes a structure of composition C25H27CoN4O2Si at a distorted geometry. The level of theory is ωB97M-V with the def2-TZVPD basis set.

```
60
Properties=species:S:1:pos:R:3:forces:R:3:lowdin_charge:R:1
C -14.565217 -3.691481 -5.350024 0.807 0.548 1.717 0.01
H -13.561545 0.774403 -10.752417 0.072 0.105 0.078 -0.01
N -15.651212 -2.819314 -8.592161 -0.131 0.995 -2.587 -0.03
C -16.757714 -0.646536 -12.458241 -1.105 -0.614 -0.651 -0.01
H -11.583828 -1.972341 -6.925675 -0.276 0.251 0.763 0.10
H -16.951120 -0.737263 -4.772036 -0.202 0.568 0.222 0.12
H -10.217243 0.534875 -7.613181 -0.159 -0.204 0.135 0.03
C -16.764618 0.404374 -6.569851 0.634 0.845 1.445 -0.02
Co -13.808456 -1.935102 -9.114489 0.175 0.117 -0.425 0.79
H -15.504736 -3.921401 -4.901815 -0.410 -1.007 0.328 0.11
H -11.720556 -2.292127 -10.656680 0.243 0.031 -0.112 0.00
H -11.474063 -2.701659 -4.467137 0.810 -0.155 0.260 0.10
C -16.333281 1.806745 -8.531966 -0.964 -0.857 -0.607 0.11
C -14.619717 -0.193406 -3.572620 -0.273 0.347 -1.743 -0.20
H -17.233159 1.434410 -9.047531 0.613 0.605 0.182 0.09
C -16.389177 0.038205 -5.290990 0.990 -0.835 -0.628 -0.03
C -9.639245 0.151701 -10.661030 1.154 -0.095 -0.989 -0.21
H -13.147530 1.157767 -5.292372 -0.783 0.186 -0.411 0.13
H -19.290550 -1.187756 -14.688035 0.646 0.571 0.900 0.12
N -14.123338 -0.766868 -2.724626 0.580 -0.700 1.660 0.17
H -12.343801 0.432788 -12.000908 -0.184 0.006 0.928 0.04
H -9.615708 -0.592515 -11.502165 -0.133 0.545 0.697 0.04
C -14.190930 1.046413 -5.650497 0.275 0.743 0.199 -0.05
N -16.675471 -2.729717 -9.519497 1.068 0.001 1.141 0.07
C -12.504095 0.910270 -10.991462 0.779 -0.787 -0.574 -0.19
H -8.760686 -0.068781 -10.049294 -0.074 -0.234 0.188 0.02
C -12.426739 -2.371538 -6.347969 -0.779 -0.604 -0.853 -0.08
H -18.190129 -3.230699 -10.023360 -0.073 0.167 -0.429 0.07
C -19.276427 -1.975119 -12.724216 1.872 1.221 -0.039 0.00
H -11.080824 1.894054 -8.145722 -0.124 1.106 -0.256 0.01
H -20.246842 -2.409415 -12.826564 -0.226 -0.461 0.036 0.11
H -15.781811 -0.218844 -12.453881 0.443 0.273 0.495 0.11
C -11.164308 0.837519 -8.076135 -0.353 -1.289 0.617 -0.18
C -12.316324 -2.939052 -5.067839 -0.334 0.286 -0.790 -0.05
C -17.532606 -0.503286 -13.581281 0.666 0.378 -0.424 -0.11
O -18.838818 -3.138849 -10.775839 -0.541 -0.765 1.271 0.06
C -17.213033 -1.523556 -11.484630 0.103 0.031 0.096 -0.09
H -17.749822 0.149564 -6.889065 -0.411 -0.241 -0.528 0.11
C -15.946596 1.305883 -7.328624 -0.105 -0.785 1.187 -0.33
H -17.118742 0.062361 -14.385979 -0.038 0.353 -0.551 0.09
H -9.374536 1.120509 -11.127593 -0.505 -0.223 0.251 0.03
O -15.211402 -1.139153 -10.289611 -0.028 0.271 -0.357 -0.12
C -18.449132 -2.199538 -11.608340 -0.116 0.273 -0.930 -0.28
C -15.805273 -3.101615 -7.397728 -0.580 -0.933 0.987 -0.10
C -15.076252 0.345015 -4.812524 -0.887 0.003 -0.881 -0.23
C -18.726188 -1.165176 -13.719979 -2.140 -1.044 -0.914 -0.09
H -13.290553 -3.987737 -3.523126 -0.389 -0.354 -0.112 0.11
H -12.281268 1.942930 -11.226904 -0.036 0.519 0.371 0.01
Si -11.271004 0.013518 -9.775196 -1.304 0.899 -1.628 0.40
C -16.297169 -1.795521 -10.397839 0.016 -0.338 0.652 -0.43
C -14.657633 -3.058095 -6.566934 3.064 0.085 1.191 -0.27
H -13.939081 2.286887 -7.470285 -1.360 -1.324 1.162 0.15
H -16.676596 -3.498749 -6.971738 -1.645 -0.255 0.426 0.13
C -11.883934 -1.708133 -9.755873 -0.786 0.175 0.832 -0.34
C -14.649122 1.620751 -6.838457 1.698 0.230 -0.020 -0.03
N -13.562138 -2.429569 -7.065207 0.581 -0.061 0.245 0.05
H -11.428911 -2.169954 -8.894688 0.667 -0.798 0.195 -0.05
C -13.364596 -3.662927 -4.551067 -1.482 1.153 -1.365 -0.02
H -12.006657 0.601926 -7.371704 0.727 0.106 -0.667 0.00
H -15.540606 2.343690 -8.962904 0.250 0.970 -1.385 0.05
```
Forces are in eV/Å.

Energy above the lowest of the compared OMol25 structures with the same formula, charge and spin: 47.28 kJ/mol
Gap between HOMO and LUMO (alpha / beta): 0.2606 / 0.2467 hartree
HOMO level (alpha / beta): -7.942 / -8.200 eV
Net charge: 0
Spin multiplicity: 5